Model i:
Computed, not measured: a 2-piece molecular cluster, C3H7NOS overall, with the ωB97M-V functional and the def2-TZVPD basis.

Element x y z (Å)
C -1.1064 -0.3338 1.0786
C -1.6226 -0.8768 0.1462
C -2.2722 -1.5532 -0.9534
H -0.6335 0.1449 1.8834
H -2.7026 -0.8231 -1.6409
H -1.5517 -2.1665 -1.4933
H -3.0685 -2.1930 -0.5718
N 1.7020 2.1285 0.3447
S 2.1879 0.6665 1.0283
O 2.6214 -0.1994 -0.3063
H 0.7025 2.2834 0.3460
H 2.2123 2.9276 0.6891
H 3.5314 -0.0050 -0.5507

Computed properties:
Gap between HOMO and LUMO   9.53 eV
Highest occupied orbital energy   -0.3199 Eh

Results of the Löwdin charge analysis, in e, for atoms 1 through 2: 0.063 -0.206

---

Model ii:
Computed, not measured: one molecule with the formula C3H7NOS, with the ωB97M-V functional and the def2-TZVPD basis.

Element x y z (Å)
N 0.3056 1.0714 -1.1798
C 0.4995 -0.1294 -0.3639
C 1.6411 0.1527 0.5919
O 2.6007 -0.5561 0.7087
C -0.7068 -0.5512 0.5038
S -2.3212 -0.0349 -0.1435
H -0.5674 1.0143 -1.6893
H 0.3142 1.8935 -0.5839
H 0.8719 -0.9429 -0.9860
H 1.5534 1.0862 1.1962
H -0.6170 -0.1337 1.5007
H -0.6841 -1.6243 0.6205
H -2.8899 -1.2455 -0.1752

Computed properties:
Gap between HOMO and LUMO   10.21 eV
Highest occupied orbital energy   -0.3513 Eh

Results of the Löwdin charge analysis, in e, for atoms 1 through 2: 0.022 -0.427

---

Model iii:
Computed, not measured: one molecule with the formula C3H7NOS, with the ωB97M-V functional and the def2-TZVPD basis.

Element x y z (Å)
C -0.4345 2.4304 -0.8341
C 0.5357 1.4297 -0.3398
O 1.2786 0.9617 -1.4817
C -0.1683 0.3198 0.3618
N 0.1532 -0.9127 0.2072
S -0.6449 -2.1107 1.0982
H -0.9265 2.7935 0.0512
H -1.0763 2.0165 -1.5834
H 0.1228 3.2330 -1.2757
H 1.2289 1.9515 0.4621
H 1.1935 -0.0134 -1.4561
H -1.0030 0.6145 1.0376
H -0.1202 -3.2090 0.4692

Computed properties:
Gap between HOMO and LUMO   9.95 eV
Highest occupied orbital energy   -0.3363 Eh

Results of the Löwdin charge analysis, in e, for atoms 1 through 2: -0.067 -0.449

---

It is model ii that is most stable; the runner-up trails by 11.4 kcal/mol.

---

Model i:
Computed, not measured: one molecule with the formula C3H7NOS, with the ωB97M-V functional and the def2-TZVPD basis.

Element x y z (Å)
N 0.3223 0.1633 1.6128
C 0.1513 -0.2503 0.2256
C 1.4090 0.0603 -0.6087
O 2.5084 -0.2319 -0.2200
C -1.0658 0.4203 -0.3913
S -1.9935 -0.5857 -1.5838
H 0.5574 1.1440 1.7113
H 1.0074 -0.4212 2.0743
H 0.0294 -1.3333 0.3002
H 1.3012 0.6963 -1.5091
H -1.7308 0.8096 0.3781
H -0.7474 1.2960 -0.9617
H -1.7488 -1.7675 -1.0277

Computed properties:
Gap between HOMO and LUMO   9.96 eV
Highest occupied orbital energy   -0.3433 Eh

Results of the Löwdin charge analysis, in e, for atoms 1 through 2: 0.043 -0.442

---

Model ii:
Computed, not measured: one molecule with the formula C3H7NOS, with the ωB97M-V functional and the def2-TZVPD basis.

Element x y z (Å)
C -0.6938 -0.6684 1.6304
C -0.7770 -0.3757 0.1874
S -2.0711 -0.4692 -0.7378
N 0.3999 -0.0653 -0.3738
C 0.4528 0.6391 -1.6513
O 1.1847 0.6591 0.6043
H -1.6088 -1.1668 2.1163
H 0.0380 -1.4369 1.7881
H -0.3736 0.0822 2.2849
H 1.4857 0.7656 -2.1136
H -0.1028 1.6630 -1.7697
H -0.1746 -0.0163 -2.3630
H 2.2406 0.3895 0.3978

Computed properties:
Gap between HOMO and LUMO   8.70 eV
Highest occupied orbital energy   -0.3085 Eh

Results of the Löwdin charge analysis, in e, for atoms 1 through 2: -0.107 -0.897

---

It is model i that is most stable; the runner-up trails by 50.0 kcal/mol.

---

Model i:
Computed, not measured: one molecule with the formula C3H7NOS, with the ωB97M-V functional and the def2-TZVPD basis.

Element x y z (Å)
N 2.5419 -0.3228 -0.4706
S 1.5879 0.9103 0.3040
C 0.0057 0.3144 -0.3315
C -0.6761 -0.7910 0.3771
C -1.3352 0.6259 0.3114
O -2.5056 0.7919 -0.4581
H 3.0624 0.1282 -1.1849
H 3.0798 -0.9055 0.1307
H -0.0725 0.3737 -1.3872
H -0.2388 -1.1070 1.3985
H -1.0146 -1.6364 -0.1854
H -1.3576 1.1920 1.3594
H -3.0775 0.4261 0.1366

Computed properties:
Gap between HOMO and LUMO   9.55 eV
Highest occupied orbital energy   -0.3218 Eh

Results of the Löwdin charge analysis, in e, for atoms 1 through 2: -0.315 0.817

---

Model ii:
Computed, not measured: a 2-piece molecular cluster, C3H7NOS overall, with the ωB97M-V functional and the def2-TZVPD basis.

Element x y z (Å)
C -1.5030 -1.9531 -0.1085
C 0.0822 0.2236 0.8663
C -0.1184 1.6246 0.4667
N 1.1025 -0.4440 0.4878
O 3.7755 -0.6379 0.4124
S 2.8070 -0.0165 -0.5196
H -0.8370 -1.4725 -0.9267
H -2.5326 -1.9748 -0.5067
H -0.0927 2.1741 1.4355
H 0.6982 2.1085 -0.2952
H -1.0695 1.8321 0.0017
H 1.2746 -1.4099 0.7684
H 2.6298 -1.0377 -1.6163

Computed properties:
Gap between HOMO and LUMO (spin up / spin down)   7.22 / 7.12 eV
Highest occupied orbital energy (spin up / spin down)   -0.2963 / -0.2923 Eh

Results of the Löwdin charge analysis, in e, for atoms 1 through 2: 0.123 -0.228

---

Model iii:
Computed, not measured: one molecule with the formula C3H7NOS, with the ωB97M-V functional and the def2-TZVPD basis.

Element x y z (Å)
O 2.4681 -1.6905 1.0889
C 2.0750 -0.7440 0.4574
N 0.6893 -0.6900 0.1868
C 0.0557 0.3976 -0.4539
C -1.4764 0.0524 -0.3555
S -2.4495 1.4813 -0.0823
H 2.7292 0.1646 0.1625
H 0.2131 -1.5546 0.2844
H 0.4368 0.4952 -1.4749
H 0.3066 1.3321 0.1984
H -1.5732 -0.7875 0.3704
H -1.6195 -0.4249 -1.3459
H -1.8552 1.9683 0.9636

Computed properties:
Gap between HOMO and LUMO   10.23 eV
Highest occupied orbital energy   -0.3454 Eh

Results of the Löwdin charge analysis, in e, for atoms 1 through 2: 0.016 -0.322

---

It is model iii that is most stable; the runner-up trails by 30.9 kcal/mol.